Record 1
This record from the OMol25 dataset describes 2 unconnected molecules or ions with the total composition C3H9NS2 in a non-equilibrium geometry. The level of theory is ωB97M-V/def2-TZVPD.

Element x y z (Å)
1 S -0.169944 0.481548 2.627208
2 S 1.664704 0.558523 1.659493
3 N -1.975124 -0.640683 -1.133271
4 C 0.312229 -1.359934 -0.838886
5 C 1.407356 1.881571 0.450919
6 C -0.976957 -1.459230 -0.583545
7 H 0.648984 -0.663627 -1.596083
8 H 2.119674 2.676263 0.652223
9 H 1.618235 1.496087 -0.543599
10 H -0.605721 -0.594594 1.963915
11 H -1.320809 -2.271789 0.062342
12 H -1.660801 -0.211575 -1.991020
13 H 0.390257 2.245164 0.422541
14 H 0.994958 -2.168686 -0.603847
15 H -2.447042 0.030964 -0.548389

Atoms 1-2, force components in eV/Å:
0.579 -0.049 -0.141
-0.517 0.225 0.414

The calculation puts the relative energy (zero: lowest compared OMol25 entry of this formula, charge and spin) at 1.0898 eV. The SMILES is C=CN.CSS. Its spin multiplicity is 1. The HOMO-LUMO gap is 9.24 eV.

Results of the natural (NBO) charge analysis, in e, for atoms 1 through 2: -0.14 0.10

Record 2
This record from the OMol25 dataset describes a molecular structure, C23H25CdF2IN5O3S3 in a non-equilibrium geometry. The level of theory is ωB97M-V/def2-TZVPD.

Element x y z (Å)
1 I 2.226946 7.016829 0.226680
2 Cd 0.529992 -0.352873 0.068280
3 S 0.581327 -2.371181 1.707510
4 S 1.044160 -1.648052 4.566845
5 S 1.217586 0.439315 2.442555
6 F 3.017847 -0.745977 -4.932280
7 F 5.533072 1.225263 -1.550455
8 O -1.687368 0.721010 1.509158
9 O -1.497772 1.196255 -1.004898
10 O -2.617916 -1.585407 0.493951
11 N -3.613132 1.946184 -1.291270
12 N -2.215557 -2.773586 2.388780
13 N 0.521556 3.283660 -0.588016
14 N 1.730221 2.818305 -0.256776
15 N -0.125470 -1.525032 -2.162489
16 C -1.483215 -2.870485 -3.593102
17 C -1.227224 -2.238627 -2.388138
18 C -2.600646 1.441805 -0.544169
19 C -2.868061 1.234303 0.937796
20 C 0.968040 -1.203384 2.949068
21 C -2.205935 -1.648457 1.644060
22 C -1.778784 -0.384677 2.374873
23 C 3.397755 0.370627 -1.003455
24 C -2.487291 -4.054365 1.751020
25 C -3.451586 2.071121 -2.733983
26 C 4.258832 0.246307 -3.253130
27 C 2.204194 -0.235548 -1.393144
28 C 2.055547 -0.660410 -2.724621
29 C 0.427726 4.625175 -0.501104
30 C 2.443861 3.889747 0.046829
31 C 4.387620 0.605188 -1.925725
32 C 0.817912 -1.413633 -3.107751
33 C 3.096074 -0.394041 -3.614130
34 C -0.532908 -2.743954 -4.592037
35 C -1.575683 -2.806799 3.702416
36 C 1.664490 5.057049 -0.091151
37 C 0.621296 -2.020803 -4.355190
38 C -4.917987 2.271709 -0.740262
39 H -5.428580 2.935003 -1.435811
40 H -2.110827 -2.185044 4.423188
41 H -2.531294 1.579467 -3.029204
42 H -3.122466 2.198245 1.394023
43 H -1.561046 -4.625346 1.651151
44 H 3.476684 3.795800 0.347520
45 H -3.406168 3.121604 -3.031289
46 H 1.366745 -1.948710 -5.127926
47 H -5.538904 1.381471 -0.598557
48 H -3.206217 -4.621764 2.343343
49 H -2.384829 -3.452195 -3.735415
50 H 3.545319 0.677034 0.027780
51 H -2.894296 -3.873720 0.761971
52 H 5.024997 0.457392 -3.986322
53 H -0.685292 -3.211635 -5.558475
54 H -4.833777 2.790090 0.213084
55 H -4.291616 1.592986 -3.240414
56 H -0.531372 -2.484361 3.652337
57 H -0.199074 2.614721 -0.840928
58 H -0.474110 5.169936 -0.728840
59 H -0.785899 -0.488471 2.814633
60 H -1.587227 -3.833851 4.061179
61 H -3.721957 0.563648 1.051637
62 H -1.925233 -2.289978 -1.564366
63 H -2.502379 -0.198283 3.179258

Atoms 1-2, force components in eV/Å:
0.009 -0.046 0.006
0.626 -0.271 -0.148

Its total charge is -1. Its spin multiplicity is 1. The HOMO-LUMO gap is 5.92 eV.

Results of the natural (NBO) charge analysis, in e, for atoms 1 through 2: 0.13 1.50

HOMO energy
In order: -8.697 -3.881
Unit: eV